Record 1
The following is a quantum chemistry calculation of C46H50FeN7OP3STe as an isolated structure, from OMol25.

Summary:
- Strongest force on any atom: 0.8 eV Å⁻¹
- Frontier orbital gap (spin up / spin down): 0.25049 / 0.25057 Eh
- ΔE to the lowest compared entry with this formula, charge and spin: 82.9 kcal/mol

Element x y z (Å)
Fe  0.17  0.79  -0.94
C  1.18  3.65  4.15
N  0.44  2.70  3.32
C  -0.41  1.83  4.12
C  1.26  2.10  2.30
N  0.59  1.13  1.41
N  1.86  3.15  1.48
C  1.76  3.39  0.13
N  2.28  4.64  -0.22
N  1.23  2.61  -0.74
H  0.70  3.72  5.12
H  1.18  4.65  3.71
H  2.22  3.33  4.32
H  -1.30  2.39  4.41
H  0.08  1.46  5.02
H  -0.76  0.96  3.56
H  -0.08  0.59  1.93
H  2.20  3.94  2.01
H  3.02  4.99  0.37
H  2.53  4.70  -1.20
H  1.25  3.03  -1.67
S  2.11  0.44  -5.10
C  0.41  0.55  -5.19
C  -0.14  0.63  -3.95
C  0.77  0.57  -2.84
C  2.06  0.50  -3.34
C  3.38  0.50  -2.68
C  4.54  0.78  -3.42
C  5.78  0.73  -2.80
C  5.85  0.42  -1.46
C  4.66  0.18  -0.80
N  3.47  0.23  -1.38
H  -0.09  0.55  -6.14
H  -1.21  0.73  -3.81
H  4.48  1.04  -4.47
H  6.68  0.94  -3.37
H  6.80  0.35  -0.93
H  4.66  -0.07  0.26
Te  -1.17  -4.05  -0.69
C  -1.19  -4.89  1.29
C  -2.37  -5.20  1.96
C  -2.30  -5.66  3.26
N  -1.17  -5.83  3.94
C  -0.04  -5.54  3.29
C  0.00  -5.08  1.98
C  -0.56  -2.15  -0.20
P  -1.56  -0.74  -0.34
C  -2.32  -0.39  1.31
C  -2.36  -1.37  2.29
C  -2.97  -1.13  3.51
C  -3.54  0.11  3.77
C  -3.47  1.11  2.81
C  -2.85  0.87  1.59
C  -3.07  -0.99  -1.34
C  -4.37  -1.06  -0.82
C  -5.45  -1.21  -1.68
C  -5.26  -1.30  -3.05
C  -3.97  -1.27  -3.56
C  -2.89  -1.12  -2.71
P  1.00  -1.35  -0.41
C  1.69  -1.07  1.27
C  1.66  -1.77  2.40
C  1.94  -1.12  3.69
C  2.28  0.17  3.82
C  2.41  1.06  2.63
C  1.91  0.39  1.35
C  2.10  -2.52  -1.26
C  1.91  -2.71  -2.63
C  2.72  -3.60  -3.33
C  3.72  -4.30  -2.67
C  3.92  -4.11  -1.31
C  3.11  -3.22  -0.61
H  -3.33  -5.06  1.48
H  -3.22  -5.90  3.80
H  0.88  -5.70  3.84
H  0.95  -4.88  1.50
H  -1.90  -2.33  2.08
H  -3.00  -1.91  4.26
H  -4.02  0.30  4.72
H  -3.89  2.09  3.02
H  -2.76  1.66  0.86
H  -4.53  -0.99  0.24
H  -6.46  -1.25  -1.27
H  -6.11  -1.42  -3.71
H  -3.81  -1.36  -4.63
H  -1.88  -1.10  -3.11
H  1.38  -2.81  2.41
H  1.89  -1.74  4.58
H  2.53  0.56  4.80
H  3.40  1.52  2.58
H  2.42  0.74  0.45
H  1.13  -2.16  -3.15
H  2.56  -3.74  -4.39
H  4.35  -4.99  -3.22
H  4.70  -4.65  -0.79
H  3.27  -3.06  0.45
C  -2.23  3.98  -3.52
P  -2.29  3.20  -1.89
C  -3.97  2.56  -1.74
C  -2.12  4.52  -0.67
O  -1.23  2.16  -1.76
H  -2.91  4.83  -3.58
H  -2.51  3.24  -4.28
H  -1.21  4.30  -3.72
H  -4.69  3.30  -2.10
H  -4.20  2.31  -0.71
H  -4.06  1.65  -2.34
H  -3.01  5.15  -0.63
H  -1.25  5.13  -0.92
H  -1.95  4.06  0.30

***

Record 2
The following is a quantum chemistry calculation of C46H51AsInNO2P2S3 as an isolated structure, from OMol25.

Summary:
- Strongest force on any atom: 4.5 eV Å⁻¹
- Frontier orbital gap: 0.10397 Eh
- ΔE to the lowest compared entry with this formula, charge and spin: 115.1 kcal/mol
- Charge: +2

Element x y z (Å)
In  13.94  12.72  9.62
O  12.58  13.49  11.22
C  11.45  14.06  10.76
O  11.12  15.27  10.94
C  10.43  13.23  10.09
C  9.34  13.89  9.51
C  8.18  13.15  9.29
C  8.13  11.77  9.54
C  9.25  11.07  9.87
C  10.45  11.80  10.16
P  11.91  10.78  10.27
C  12.10  9.93  11.96
C  13.24  9.12  12.30
C  13.86  8.84  14.77
C  12.44  10.94  14.84
C  11.25  10.72  14.09
C  11.04  10.19  12.85
C  11.62  9.42  9.10
C  11.73  8.06  9.44
C  11.56  7.08  8.47
C  11.32  7.44  7.14
C  11.24  8.77  6.82
C  11.51  9.74  7.74
H  9.44  14.98  9.42
H  7.36  13.59  8.72
H  7.25  11.19  9.27
H  9.17  9.99  9.91
H  13.64  7.26  13.28
H  13.54  8.20  15.68
H  12.32  11.87  15.41
H  10.34  11.12  14.55
H  10.04  10.06  12.49
H  11.91  7.81  10.48
H  11.56  6.03  8.84
H  11.10  6.68  6.41
H  11.04  9.05  5.78
H  11.48  10.78  7.43
C  16.33  16.53  16.15
C  14.83  16.41  16.16
S  14.21  15.57  14.71
C  13.40  16.81  13.68
C  13.63  16.50  12.20
S  15.38  16.49  11.68
C  15.82  18.07  12.49
C  16.61  18.00  13.82
S  16.82  16.29  14.39
H  16.74  15.66  16.69
H  16.70  17.47  16.50
H  14.35  17.38  16.24
H  14.45  15.85  17.01
H  13.65  17.88  13.96
H  12.34  16.73  13.93
H  13.01  17.19  11.59
H  13.26  15.51  11.88
H  14.91  18.60  12.51
H  16.44  18.52  11.71
H  16.15  18.60  14.56
H  17.65  18.35  13.65
N  15.61  12.25  11.87
C  16.68  11.51  11.28
C  17.97  11.82  11.70
C  19.04  11.14  11.11
C  18.87  10.33  9.98
C  17.58  10.05  9.55
C  16.45  10.59  10.18
P  14.80  9.89  9.98
C  14.46  9.01  11.55
C  15.63  8.40  12.09
C  15.98  8.28  13.43
C  15.31  8.60  14.61
C  13.53  10.27  15.14
C  13.15  8.26  13.50
C  15.03  8.75  8.58
C  15.05  7.33  8.71
C  15.16  6.58  7.55
C  15.23  7.14  6.29
C  15.28  8.52  6.21
C  15.05  9.35  7.31
H  14.83  11.71  12.23
H  15.76  13.18  12.17
H  18.11  12.62  12.44
H  20.00  11.45  11.51
H  19.72  10.14  9.38
H  17.46  9.63  8.58
H  16.51  8.15  11.45
H  17.08  8.13  13.57
H  15.90  8.78  15.47
H  14.28  10.83  15.69
H  12.09  8.06  13.75
H  15.00  6.92  9.75
H  15.21  5.49  7.69
H  15.23  6.54  5.38
H  15.49  8.97  5.26
H  14.86  10.42  7.10
C  13.27  14.16  6.02
As  14.28  14.64  7.57
C  13.60  16.38  8.14
C  15.93  15.15  6.53
H  13.53  14.86  5.20
H  12.23  14.32  6.35
H  13.38  13.11  5.69
H  13.12  16.89  7.30
H  14.49  16.90  8.54
H  12.86  16.26  8.93
H  15.62  15.79  5.71
H  16.51  14.20  6.18
H  16.56  15.74  7.21

***

Record 3
The following is a quantum chemistry calculation of a 5-piece molecular cluster, C46H51BBrF9N5O3 overall, from OMol25.

Summary:
- Strongest force on any atom: 1.3 eV Å⁻¹
- Frontier orbital gap: 0.25411 Eh
- Charge: +1

Element x y z (Å)
C  2.57  3.61  3.33
C  2.90  2.13  3.43
O  2.06  1.38  2.49
B  2.47  0.16  2.10
O  3.15  -0.70  2.92
N  2.06  -0.25  0.69
C  0.74  -0.02  0.62
N  -0.12  -0.91  1.24
N  0.18  1.04  0.02
C  1.04  2.19  -0.38
C  0.40  2.91  -1.57
F  0.65  2.20  -2.71
F  1.07  4.09  -1.70
C  -1.07  3.14  -1.43
C  -1.51  4.24  -0.71
C  -2.87  4.43  -0.52
C  -3.77  3.52  -1.04
C  -3.33  2.43  -1.76
C  -4.32  1.44  -2.30
F  -5.19  1.09  -1.36
F  -5.02  1.94  -3.32
F  -3.72  0.32  -2.72
C  -1.97  2.23  -1.96
C  2.52  1.86  -0.64
N  3.37  2.77  0.16
C  3.85  3.77  -0.35
O  4.37  4.71  -0.79
C  2.84  0.36  -0.44
C  2.28  -0.32  -1.72
C  3.14  -0.22  -2.98
C  2.31  -0.28  -4.25
Br  1.17  -1.85  -4.28
C  4.32  0.12  -0.24
C  4.80  -1.28  0.18
C  4.29  -2.52  -0.57
C  3.10  -3.27  0.07
N  3.50  -4.63  0.49
H  1.70  3.79  2.71
H  3.42  4.17  2.94
H  2.36  4.02  4.31
H  3.94  1.96  3.16
H  2.72  1.75  4.43
H  2.55  -1.37  3.28
H  -0.65  -1.51  0.64
H  -0.25  -0.95  2.24
H  -0.55  1.35  0.64
H  0.98  2.91  0.43
H  -0.78  4.92  -0.29
H  -3.21  5.27  0.06
H  -4.82  3.67  -0.86
H  -1.60  1.39  -2.52
H  2.72  2.05  -1.69
H  2.09  -1.36  -1.49
H  1.32  0.12  -1.98
H  3.67  0.74  -3.02
H  3.90  -0.99  -3.04
H  1.71  0.61  -4.40
H  2.98  -0.40  -5.10
H  4.86  0.42  -1.13
H  4.67  0.81  0.53
H  4.62  -1.43  1.24
H  5.88  -1.26  0.07
H  5.10  -3.25  -0.59
H  4.05  -2.33  -1.61
H  2.33  -3.41  -0.67
H  2.72  -2.70  0.92
H  3.74  -4.64  1.48
H  2.73  -5.27  0.36
F  0.37  -1.94  3.90
C  0.49  -3.30  4.07
C  1.49  -3.93  3.37
C  1.61  -5.31  3.51
C  0.73  -6.01  4.32
C  -0.27  -5.33  5.01
C  -0.40  -3.96  4.89
H  2.16  -3.37  2.74
H  2.40  -5.83  2.98
H  0.83  -7.08  4.43
H  -0.96  -5.88  5.64
H  -1.17  -3.41  5.41
F  -3.38  6.68  2.23
C  -2.17  7.28  2.22
C  -2.08  8.59  1.80
C  -0.83  9.20  1.79
C  0.30  8.49  2.18
C  0.18  7.17  2.59
C  -1.07  6.55  2.62
H  -2.97  9.12  1.49
H  -0.74  10.22  1.48
H  1.27  8.96  2.17
H  1.06  6.61  2.89
H  -1.18  5.52  2.94
F  -10.68  -2.36  -3.62
C  -9.43  -1.85  -3.63
C  -9.25  -0.53  -4.00
C  -7.97  -0.01  -4.01
C  -6.89  -0.81  -3.65
C  -7.10  -2.13  -3.28
C  -8.38  -2.66  -3.27
H  -10.11  0.07  -4.29
H  -7.81  1.02  -4.30
H  -5.89  -0.41  -3.67
H  -6.26  -2.76  -3.01
H  -8.57  -3.69  -2.98
F  -0.22  -4.34  0.87
C  0.11  -5.25  -0.07
C  0.36  -6.55  0.32
C  0.72  -7.48  -0.65
C  0.82  -7.09  -1.98
C  0.57  -5.78  -2.35
C  0.21  -4.85  -1.39
H  0.28  -6.83  1.36
H  0.91  -8.50  -0.37
H  1.10  -7.82  -2.74
H  0.65  -5.48  -3.38
H  0.00  -3.82  -1.65